a:
Entry from the OMol25 dataset: a 7-piece molecular cluster, H14O7 overall (ωB97M-V/def2-TZVPD).

Calculated values
Molar mass: 126.10 g/mol
Charge: 0
SMILES: O.O.O.O.O.O.O
Highest occupied orbital energy: -0.3926 hartree

Element x y z (Å)
O 0.706 0.457 0.805
O -0.511 -2.397 0.516
O 0.831 3.065 1.114
O -1.502 1.534 -1.010
O 3.077 -0.548 -2.101
O -2.178 -0.614 1.716
O 0.532 -1.105 -1.517
H 0.822 0.023 -0.021
H 0.820 2.115 1.101
H -1.030 -1.778 0.990
H -3.125 -0.797 1.909
H 2.278 -0.455 -1.640
H 3.015 0.170 -2.697
H -2.022 0.288 2.000
H 0.174 -1.678 -0.795
H -1.234 1.208 -0.097
H 0.247 3.372 1.778
H -0.684 1.604 -1.510
H -0.071 -1.191 -2.252
H -1.085 -3.115 0.220
H 0.939 -0.159 1.490

---

b:
Entry from the OMol25 dataset: a 7-piece molecular cluster, H14O7 overall (ωB97M-V/def2-TZVPD).

Calculated values
Molar mass: 126.10 g/mol
Charge: 0
SMILES: O.O.O.O.O.O.O
Highest occupied orbital energy: -0.3947 hartree

Element x y z (Å)
O 7.575 -12.187 -26.695
O 9.408 -14.572 -27.087
O 7.049 -11.750 -29.336
O 5.097 -14.118 -29.065
O 3.523 -11.335 -28.728
O 9.498 -10.853 -28.898
O 5.186 -9.618 -29.950
H 5.620 -13.355 -29.338
H 10.066 -11.537 -28.515
H 9.790 -14.713 -26.230
H 8.901 -13.758 -27.013
H 5.483 -14.442 -28.258
H 7.093 -11.808 -28.374
H 3.961 -12.113 -29.055
H 8.042 -11.744 -26.011
H 5.487 -8.806 -29.484
H 4.517 -9.324 -30.581
H 6.561 -10.920 -29.520
H 6.720 -12.301 -26.306
H 8.637 -11.305 -29.105
H 4.140 -10.627 -28.860

---

Q: Which of them is the least stable? A: a.

---

a:
Entry from the OMol25 dataset: an isolated ion of composition C3H11N4 and charge +1 (ωB97M-V/def2-TZVPD).

Calculated values
Molar mass: 103.15 g/mol
Charge: +1
SMILES: CN(C)[NH2+]/N=C/N
Highest occupied orbital energy: -0.5121 hartree

Element x y z (Å)
N -1.017 -0.457 0.765
N 0.449 0.562 -0.518
N 0.147 0.276 0.805
N -1.854 -2.574 1.107
C 1.834 0.870 -0.770
C -0.913 -1.672 1.140
C -0.414 1.511 -1.201
H -1.380 1.247 -1.549
H 2.101 1.965 -0.519
H 2.420 0.208 -0.096
H 0.979 -0.257 1.115
H -0.176 1.231 1.377
H -0.013 -2.006 1.540
H -0.404 2.482 -0.706
H -2.502 -2.293 0.418
H 2.107 0.760 -1.825
H -1.536 -3.485 0.937
H 0.171 1.632 -2.018

---

b:
Entry from the OMol25 dataset: a 3-piece molecular cluster, C3H11N4 overall (ωB97M-V/def2-TZVPD).

Calculated values
Molar mass: 103.15 g/mol
Charge: +1
Highest occupied orbital energy: -0.4055 hartree

Element x y z (Å)
N 0.471 1.256 2.113
N 0.874 2.757 0.184
N -1.616 -2.390 1.621
N 0.051 0.311 2.504
C -0.862 -1.663 -0.556
C -1.023 -1.500 0.860
C 0.144 -0.642 -0.970
H 0.841 2.093 1.078
H -1.784 -1.224 -1.004
H 0.673 -0.621 -1.921
H -1.416 -2.207 2.623
H -1.861 -3.307 1.176
H -0.307 0.351 -1.101
H 1.249 3.681 0.394
H -0.067 3.067 0.014
H -0.574 -2.707 -0.866
H 1.208 2.305 -0.631
H 0.969 -0.520 -0.297

---

Q: Which of them is the least stable? A: a.

---

a:
Entry from the OMol25 dataset: C19H22N6OS in the gas phase (ωB97M-V/def2-TZVPD).

Calculated values
Molar mass: 382.49 g/mol
Charge: 0
SMILES: N#C[C@@H]1CCCN1C(=O)[C@@H]1CN(Cc2ccc(-c3csnn3)cc2)C[C@@H]1N
Highest occupied orbital energy: -0.3056 hartree

Element x y z (Å)
S -2.426 -4.722 -5.804
O 3.295 0.767 1.562
N -0.215 2.128 -0.626
N -3.786 -4.520 -4.820
N 1.684 -0.238 2.788
N -3.674 -3.457 -4.058
N 2.764 2.745 -0.306
N 3.522 -3.121 2.215
C 2.095 0.727 1.868
C -1.699 -3.265 -5.130
C 0.245 1.022 0.186
C -1.568 2.157 -1.199
C 1.091 1.731 1.292
C 0.285 -0.477 3.228
C 0.400 3.411 -0.175
C -3.137 -1.105 -2.390
C -2.300 -1.434 -3.444
C 1.869 -1.498 4.791
C -2.857 0.068 -1.658
C -1.781 0.917 -1.973
C -0.963 0.569 -3.061
C -2.561 -2.673 -4.230
C 3.161 -2.191 2.767
C 1.659 2.998 0.639
C 0.418 -1.532 4.362
C 2.650 -1.041 3.525
C -1.225 -0.583 -3.825
H 0.821 0.318 -0.389
H -0.259 -1.259 5.178
H 3.514 2.266 0.172
H 0.410 2.039 2.057
H 0.663 4.026 -1.019
H -3.995 -1.735 -2.105
H 2.194 -2.485 5.097
H -1.730 3.063 -1.837
H 1.973 3.731 1.415
H -0.734 -2.850 -5.433
H 2.092 -0.767 5.573
H -2.299 2.202 -0.374
H -3.450 0.298 -0.768
H -0.187 1.275 -3.378
H 3.512 -0.409 3.838
H -0.627 0.491 0.651
H 2.429 2.186 -1.100
H -0.391 -0.833 2.459
H -0.206 0.457 3.615
H 0.157 -2.526 3.990
H -0.567 -0.826 -4.664
H -0.265 3.952 0.497

---

b:
Entry from the OMol25 dataset: C19H22N6OS in the gas phase (ωB97M-V/def2-TZVPD).

Calculated values
Molar mass: 382.49 g/mol
Charge: 0
SMILES: CCc1c(C)nc(N)n2c(SCC(=O)N3CCCc4ccccc43)nnc12
Highest occupied orbital energy: -0.2804 hartree

Element x y z (Å)
S 2.048 -1.020 2.243
O 0.237 1.206 2.554
N 0.500 -0.161 -1.155
N 0.510 -0.747 0.050
N 4.431 0.682 0.994
N 4.120 1.591 -1.091
N -1.678 0.075 2.201
N 2.441 0.276 -0.181
C -2.454 -1.919 3.357
C -2.493 -1.067 2.254
C -4.231 -2.427 1.318
C -3.421 -1.301 1.235
C -2.558 0.758 0.064
C -2.267 1.201 1.494
C -4.151 -3.299 2.387
C -0.370 0.152 2.544
C 4.059 2.611 -3.263
C 0.345 -1.157 2.864
C 3.672 0.881 -0.105
C 1.649 0.453 -1.317
C 1.296 1.360 -3.621
C 2.143 1.224 -2.393
C -3.268 -3.033 3.419
C 3.392 1.764 -2.225
C 1.506 0.168 -4.557
C -3.605 -0.351 0.085
C 1.647 -0.496 0.634
H -4.788 -4.170 2.426
H -1.800 -1.688 4.183
H 2.548 0.093 -4.859
H -3.187 1.503 2.006
H -2.911 1.605 -0.526
H -0.125 -2.016 2.389
H 5.256 1.252 1.066
H -1.636 0.388 -0.384
H 0.893 0.275 -5.448
H 0.452 -1.310 3.937
H -4.939 -2.614 0.524
H -3.220 -3.683 4.279
H -1.551 2.023 1.522
H 0.249 1.385 -3.314
H 5.050 2.882 -2.913
H 3.485 3.519 -3.441
H 1.224 -0.752 -4.050
H -3.577 -0.908 -0.854
H 1.536 2.287 -4.142
H 4.000 0.347 1.840
H -4.607 0.086 0.172
H 4.145 2.073 -4.204

---

Q: Which of them is the least stable? A: a.

---

a:
Entry from the OMol25 dataset: C5H7FO in the gas phase (ωB97M-V/def2-TZVPD).

Calculated values
Molar mass: 102.11 g/mol
Charge: 0
SMILES: O[C@@H]1CC=C[C@H]1F
Highest occupied orbital energy: -0.3729 hartree

Element x y z (Å)
F 2.145 -0.591 0.540
O -0.959 -1.595 -0.562
C -0.151 -0.878 0.370
C -0.849 0.356 0.868
C 0.829 0.887 -0.735
C 1.073 -0.506 -0.290
C -0.279 1.345 -0.164
H 1.242 -1.218 -1.091
H -0.769 2.291 -0.179
H 0.086 -1.588 1.127
H -0.639 0.791 1.910
H -1.318 -0.917 -1.223
H -1.912 0.270 0.874
H 1.502 1.353 -1.446

---

b:
Entry from the OMol25 dataset: C5H7FO in the gas phase (ωB97M-V/def2-TZVPD).

Calculated values
Molar mass: 102.11 g/mol
Charge: 0
Highest occupied orbital energy (spin up / spin down): -0.2772 / -0.3498 hartree

Element x y z (Å)
F -1.334 -2.709 -0.379
O 0.019 0.503 -1.200
C 0.802 0.970 -0.260
C 0.844 -1.931 0.081
C -0.973 -0.398 -0.958
C 0.391 1.245 1.207
C -0.345 -1.762 -0.436
H -0.176 0.323 1.560
H 1.564 1.730 -0.783
H -1.623 -0.606 -1.717
H -0.305 2.246 1.242
H 1.206 1.479 1.868
H -1.693 -0.068 -0.129
H 1.623 -1.020 -0.096

---

Q: Which of them is the least stable? A: b.

---

a:
Entry from the OMol25 dataset: a 2-piece molecular cluster, C5H13NO3 overall (ωB97M-V/def2-TZVPD).

Calculated values
Molar mass: 135.16 g/mol
Charge: 0
SMILES: NC(=O)CCCCO.O
Highest occupied orbital energy: -0.3764 hartree

Element x y z (Å)
O -3.463 -0.017 0.407
O 1.444 1.802 1.113
O -1.256 0.926 -0.670
N -1.090 -1.097 -1.877
C 0.695 -0.545 1.206
C 0.624 0.838 1.733
C 0.832 0.265 -1.447
C -0.577 0.116 -1.238
C 1.511 -0.583 -0.166
H 1.349 1.317 -1.383
H -0.514 -1.869 -2.256
H 1.247 -0.105 -2.466
H -3.223 0.800 0.769
H 1.135 0.795 2.695
H -0.328 -0.921 1.075
H -1.970 -1.598 -1.454
H 1.646 -1.603 -0.461
H 1.221 2.093 0.305
H 1.204 -1.170 1.816
H -2.594 -0.395 0.378
H 2.563 -0.344 0.031
H -0.456 1.297 1.889

---

b:
Entry from the OMol25 dataset: C5H13NO3 as an isolated structure (ωB97M-V/def2-TZVPD).

Calculated values
Molar mass: 135.16 g/mol
Charge: 0
Highest occupied orbital energy: -0.2568 hartree

Element x y z (Å)
O -3.212 -1.109 -0.714
O -0.484 1.455 1.334
O 2.089 -0.918 -0.717
N -0.580 -0.757 -1.680
C 2.289 0.221 1.435
C 1.786 0.263 0.017
C -0.246 0.976 0.071
C -0.688 -0.300 -0.336
C -2.697 0.097 -0.223
H -2.625 -1.375 -1.446
H -0.623 -1.104 0.393
H -2.933 0.949 -0.867
H 2.534 -1.562 -0.150
H 0.283 -1.296 -1.772
H -0.577 0.713 1.951
H 3.359 -0.033 1.496
H -0.282 1.781 -0.657
H 2.159 1.190 1.921
H -0.525 0.015 -2.337
H 1.759 -0.543 2.021
H 2.222 1.088 -0.548
H -3.010 0.253 0.808

---

Q: Which of them is the least stable? A: b.